[1]
16
Properties=species:S:1:pos:R:3:forces:R:3 method="wB97M-V/def2-TZVPD" gap_ev=8.86 homo_energy_ha=-0.3137 smiles="CC(C)=NN(C)I" e_lumo_ev=0.3
I 3.177 0.346 0.063 0.4 0.1 -0.2
N 1.470 -0.682 0.429 -2.0 2.8 -0.7
N 0.381 -0.012 -0.733 1.2 -0.9 1.5
C -0.627 0.593 -0.237 0.0 -0.1 0.7
C 1.483 -2.032 0.028 -1.4 -1.3 -0.5
C -0.798 0.812 1.241 0.5 0.5 0.4
C -1.591 1.260 -1.248 1.7 -0.4 1.5
H -1.729 0.474 1.699 0.0 -0.7 -0.5
H -2.581 1.444 -0.773 0.6 -0.5 -0.7
H -1.490 0.561 -2.100 -0.8 1.1 -0.1
H 0.696 -2.533 0.595 -0.6 0.1 -0.1
H 1.196 -2.005 -1.017 0.4 -1.0 -0.5
H 2.306 -2.675 0.275 1.1 0.4 -0.2
H 0.101 0.299 1.688 -1.1 1.1 0.1
H -0.930 1.910 1.429 0.9 -0.7 -0.1
H -1.065 2.241 -1.338 -0.7 -0.6 -0.8

[2]
17
Properties=species:S:1:pos:R:3:forces:R:3 method="wB97M-V/def2-TZVPD" gap_ev="6.69 / 7.33" homo_energy_ha="-0.4410 / -0.4543" total_charge=+1 e_lumo_ev="-5.3 / -5.0"
I 2.199 -1.017 2.139 -0.1 -0.1 0.2
N 0.209 1.354 2.180 -0.2 -1.2 -1.6
N -1.635 -0.734 -0.222 1.2 1.9 -0.2
N 0.223 -2.039 -0.541 -1.2 -1.8 1.7
C -0.068 1.554 -1.313 0.9 1.7 2.9
C -0.340 -0.821 -0.535 1.5 -0.1 -0.2
C 0.515 0.290 -0.881 -4.1 -0.9 2.5
C 0.760 0.410 1.687 0.3 0.5 -1.2
H -1.876 0.140 0.216 -0.6 -0.1 0.0
H 0.684 1.979 -1.906 0.2 0.7 -2.2
H 1.117 -2.143 -0.969 0.4 -0.2 0.0
H -2.084 -1.561 0.028 -1.1 -1.2 0.5
H 0.068 2.369 -0.489 -0.7 -1.4 -0.6
H -1.115 1.544 -1.582 0.1 0.0 -0.6
H -0.108 -2.822 0.128 0.7 1.9 -1.8
H -0.015 1.528 3.127 0.0 0.6 1.2
H 1.465 -0.029 -1.066 2.6 -0.2 -0.6

[3]
18
Properties=species:S:1:pos:R:3:forces:R:3 method="wB97M-V/def2-TZVPD" gap_ev="7.31 / 6.07" homo_energy_ha="-0.6378 / -0.6161" total_charge=+2 e_lumo_ev="-10.0 / -10.7"
I 1.694 -3.075 3.142 -0.3 0.0 -0.3
N 0.148 -2.636 2.072 -0.1 -0.2 0.1
N -0.614 -0.835 -0.760 -0.4 -2.1 0.5
N -0.296 1.290 -0.414 1.6 -0.7 1.3
N -0.937 0.747 -2.675 1.6 -0.4 2.6
C 0.536 0.669 0.422 -3.2 1.1 -2.3
C -1.111 0.471 -1.313 -1.9 0.0 -0.9
C 0.278 -0.752 0.199 -1.3 -2.6 -0.9
C 1.321 1.215 1.486 2.6 1.1 -2.5
H -0.317 -3.536 1.789 0.5 0.7 -0.1
H 0.960 0.741 2.327 -0.5 -0.9 2.4
H -2.271 0.597 -1.225 2.1 -0.3 1.1
H 2.390 0.890 1.291 -1.0 0.2 0.5
H -1.752 0.811 -3.222 -0.4 0.0 -1.1
H 0.009 0.613 -2.986 -0.2 0.1 -1.1
H 1.310 2.296 1.499 -0.1 0.2 0.3
H -0.254 2.257 -0.582 -0.1 1.8 -0.1
H -1.094 -1.763 -1.049 1.3 2.0 0.5

E_tot readings, ordered: -564.8935; -619.4294; -673.6851 a.u.
Energy relative to the best compared isomer or geometry (same formula, charge and spin) readings, ordered: 23.6; 79.5; 66.8 kcal/mol